{
  "formula": "C11H16Br2CdNO4",
  "method": "ωB97M-V/def2-TZVPD",
  "elements": ["C", "C", "O", "C", "O", "C", "C", "C", "N", "C", "C", "O", "O", "C", "Br", "C", "C", "Br", "H", "H", "H", "H", "H", "H", "H", "H", "H", "H", "H", "H", "H", "H", "H", "H", "Cd"],
  "positions_angstrom": [[-1.9252, 1.0400, -2.2533], [-0.9659, -0.0337, -2.7024], [0.2190, 0.5626, -3.2363], [1.3930, 0.2750, -2.6085], [1.8113, -0.8408, -2.5240], [2.1224, 1.4807, -2.0975], [2.3782, 1.4061, -0.6008], [1.1021, 1.3976, 0.2452], [1.3689, 0.8671, 1.5813], [0.3292, 0.1053, 2.2036], [-1.0101, 0.8449, 2.1046], [-1.8876, 0.3410, 1.3311], [-1.2932, 1.7018, 3.0388], [0.1073, -1.3456, 1.7672], [1.1818, -1.9656, 0.3788], [-0.7924, -2.2099, 2.2414], [-1.1503, -3.5785, 1.7908], [-1.8743, -1.6493, 3.7828], [-1.5386, 1.5991, -1.4071], [-2.1298, 1.7184, -3.0731], [-2.8642, 0.5884, -1.9480], [-1.4377, -0.6068, -3.4956], [-0.7376, -0.7316, -1.9008], [1.5801, 2.3842, -2.3483], [3.0868, 1.5083, -2.5957], [3.0055, 0.5563, -0.3493], [2.9349, 2.3019, -0.3386], [0.3491, 0.8088, -0.2784], [0.7621, 2.4260, 0.3265], [2.2563, 0.3914, 1.6220], [0.5501, 0.0683, 3.2681], [-2.2124, -3.7494, 1.9279], [-0.9380, -3.6814, 0.7355], [-0.6027, -4.3127, 2.3727], [-3.1781, 0.3318, 3.0397]],
  "forces_ev_per_a": [[0.07, 0.01, 0.08], [-0.51, -0.35, -0.44], [0.11, 0.50, 0.57], [-0.22, 0.05, -0.60], [0.02, -0.50, 0.44], [0.20, 0.08, -0.06], [-0.09, 0.47, 0.33], [0.53, -0.26, -0.33], [-0.09, 0.02, -0.06], [0.43, 0.32, -0.17], [-0.34, 0.88, 1.68], [0.13, 0.77, -0.13], [-0.22, -1.91, -1.82], [-0.38, -0.24, 0.16], [0.20, -0.08, -0.25], [0.45, 0.52, -0.34], [-0.28, 0.11, 0.30], [0.51, -1.23, 0.82], [0.09, 0.17, 0.09], [-0.02, 0.18, -0.09], [-0.17, -0.12, 0.04], [0.06, -0.17, -0.15], [0.27, -0.07, 0.12], [-0.12, 0.13, -0.08], [0.14, 0.07, -0.15], [0.03, -0.28, -0.13], [0.27, 0.02, 0.13], [-0.27, -0.12, 0.01], [-0.38, 0.13, 0.04], [0.10, -0.05, 0.09], [-0.07, 0.02, 0.25], [-0.15, -0.12, 0.05], [0.19, -0.09, -0.15], [0.08, -0.27, -0.05], [-0.61, 1.40, -0.18]],
  "total_energy_ev": -165986.9072,
  "max_force_ev_per_a": 2.6,
  "total_charge": 1
}